21
Properties=species:S:1:pos:R:3:forces:R:3 method="wB97M-V/def2-TZVPD" max_force_ev_per_a=5.0 gap_ev=8.19 lumo_energy_ev=0.68 de_lowest_ev=4.5893 e_homo_ev=-7.50 total_energy_ev=-14492.468 mol_weight_g_mol=154.17
C 1.395 0.623 -0.086 1.76 -0.29 0.02
C 0.608 -0.484 -0.650 -0.52 -0.81 -1.17
C 2.625 0.367 0.326 0.72 -1.02 2.20
C -0.638 -0.803 -0.219 1.24 -0.41 -0.68
C -3.019 -0.003 2.161 -0.79 -1.80 -1.23
C 1.162 2.060 -0.371 -2.02 0.31 4.52
C 1.300 -1.237 -1.766 3.24 -0.44 -1.00
N -2.400 -0.600 1.238 -1.26 -1.01 -0.30
N -1.206 -0.212 0.866 -0.08 1.36 1.16
O 3.604 0.114 0.936 -1.01 0.50 -1.41
O -1.351 -1.827 -0.704 0.93 -0.80 -1.27
H -3.977 -0.408 2.330 -0.99 -0.13 0.56
H -2.661 0.777 2.718 1.05 2.12 1.34
H 0.164 2.257 0.148 1.03 0.42 -0.67
H 1.875 2.778 0.044 0.07 -0.37 0.00
H 1.009 2.236 -1.339 -0.48 0.78 -4.09
H 0.758 -1.963 -2.338 -1.07 -0.01 -0.20
H 1.868 -0.556 -2.576 -1.39 -1.16 1.95
H 2.163 -1.968 -1.389 -1.41 1.75 -0.24
H -0.991 0.718 1.168 0.95 0.34 -0.15
H -2.289 -1.870 -0.500 0.05 0.68 0.66

---

15
Properties=species:S:1:pos:R:3:forces:R:3 method="wB97M-V/def2-TZVPD" max_force_ev_per_a=1.2 gap_ev=10.26 lumo_energy_ev=0.88 de_lowest_ev=2.1542 e_homo_ev=-9.38 total_energy_ev=-8292.842 mol_weight_g_mol=96.13
C 1.178 -0.610 -1.527 0.01 0.02 0.01
C -0.133 -0.123 -0.950 0.06 0.04 -0.16
C -0.728 -0.747 0.291 -0.07 -0.14 0.19
C -0.043 -1.687 1.160 0.59 -0.71 0.72
N 0.545 -2.266 1.972 -0.61 0.30 -0.89
N -0.073 0.514 0.324 0.33 -0.08 0.18
C -0.499 1.636 1.116 -0.14 0.17 0.01
H 1.840 -0.930 -0.718 -0.10 0.06 -0.12
H 1.025 -1.453 -2.211 -0.06 0.15 0.10
H 1.673 0.192 -2.083 -0.07 -0.08 0.07
H -0.890 0.155 -1.694 0.07 0.12 0.25
H -1.821 -0.824 0.300 0.22 0.14 0.12
H -1.557 1.916 1.023 0.04 -0.02 -0.16
H 0.131 2.514 0.950 -0.10 -0.17 -0.21
H -0.314 1.317 2.150 -0.18 0.20 -0.13